(1)
{
  "formula": "C24H66N6O10SSr2",
  "method": "ωB97M-V/def2-TZVPD",
  "spin_multiplicity": 1,
  "relative_energy_kj_mol": 0.00,
  "largest_force_ev_per_a": 1.95,
  "charge": 2,
  "energy_ha": -2494.3462,
  "homo_energy_ev": -13.183,
  "orbital_gap_ha": 0.3153,
  "symbols": ["H", "H", "H", "H", "N", "H", "O", "C", "C", "H", "N", "O", "H", "H", "H", "H", "H", "H", "O", "H", "N", "C", "H", "H", "H", "H", "N", "H", "N", "C", "H", "H", "H", "C", "C", "H", "H", "H", "H", "H", "H", "H", "O", "H", "H", "O", "H", "H", "C", "H", "H", "H", "C", "H", "H", "H", "O", "Sr", "C", "H", "H", "C", "H", "H", "H", "H", "H", "H", "C", "H", "C", "C", "H", "H", "H", "N", "H", "H", "H", "C", "C", "O", "H", "O", "H", "C", "O", "H", "C", "H", "C", "O", "C", "C", "C", "H", "H", "Sr", "S", "H", "H", "C", "C", "H", "H", "H", "H", "C", "H"],
  "coordinates": [[1.005129, -2.294856, -3.329150], [3.569443, -0.630015, 1.987535], [0.574783, 1.479811, 4.004131], [-1.290048, 3.266443, -2.742535], [1.853280, -2.019905, -2.841936], [-3.681218, -1.199961, 4.915601], [-1.294706, 0.706463, -0.324558], [-1.760498, -3.132020, -2.336423], [2.297516, -4.392595, -2.440628], [-2.461029, 4.496163, -3.196460], [-4.376913, 1.149853, -0.111926], [-1.579451, -2.239984, 3.285733], [2.228693, -5.169522, -1.679362], [1.990677, 5.105409, -0.273177], [3.510742, 0.304350, -3.428375], [-5.164970, 2.941721, 1.836713], [-1.582977, -1.720446, -5.253669], [-1.237257, -1.917012, -0.635967], [0.431765, 2.298649, -0.959198], [-3.411550, -1.876784, 2.328309], [-3.240436, -1.901113, -0.797881], [-1.973839, -3.927693, -0.011213], [-2.324295, 2.960474, -4.143391], [0.316391, -2.546729, 4.054130], [-0.579044, -3.979425, 3.430270], [3.658885, 5.533239, -0.658784], [4.543037, 1.220186, -1.246790], [-4.277943, 4.305040, 1.241959], [-3.650780, -0.892124, 2.161689], [-1.956531, -2.693122, -0.921337], [5.272866, 1.937393, -3.091205], [1.401666, -3.075761, -1.017261], [-1.127540, -4.575185, -0.246645], [3.487714, -2.593383, -1.186207], [-2.808903, -0.211246, 3.185509], [1.523005, -4.569059, -3.200311], [0.522524, 4.044262, 1.868580], [-0.791653, -3.641717, -2.453687], [-1.024986, -0.669972, 2.127737], [2.391166, 5.623292, -1.906551], [5.075209, 0.406752, -1.538078], [1.276096, -0.461006, 2.637820], [3.003374, 3.687252, -1.379194], [-0.541046, 3.121804, 2.942347], [3.925994, 0.852233, 2.546737], [-1.869697, -2.025448, -3.240620], [0.149718, -2.877525, 2.290864], [5.011772, 4.040259, -1.871672], [2.764130, -2.980222, 1.023919], [2.173007, -2.059320, 0.897256], [-2.830765, 0.281404, 5.300235], [1.649508, -0.822746, 4.919755], [2.053825, 0.207065, 3.034326], [2.307506, 1.453664, -2.884241], [-3.609457, 0.783531, 0.457000], [-2.600938, 0.825132, 2.877025], [1.057635, 0.036740, -0.935082], [2.436834, 1.805307, 0.070199], [-4.354136, 2.629803, -0.157593], [3.180001, -0.019017, 4.889305], [-3.393215, 2.852914, 1.774575], [4.119467, 3.535759, -2.256135], [2.985319, -1.544189, 4.026931], [-0.770113, 2.997796, 1.204306], [4.267313, -2.854402, -1.902010], [1.607096, -1.138779, -2.383121], [3.518970, -1.487461, -1.140926], [3.917538, 3.880053, -3.274443], [1.366495, 1.530466, 3.246865], [2.033103, 2.303543, 3.673168], [-0.020220, 3.102123, 1.978241], [3.303944, 1.370094, -3.330132], [-3.177289, -1.572839, 0.181041], [-3.181875, 4.311876, -0.916797], [-2.221009, 2.966226, -0.619999], [3.193895, 0.312577, 2.076506], [-2.489558, -3.904572, -2.633346], [5.116421, 1.694788, -0.549839], [-3.024368, -2.641575, -4.816173], [2.755807, 5.052824, -1.050263], [-0.350046, -2.926822, 3.274225], [-3.276083, 2.774013, -2.337460], [-0.755424, -0.429606, 3.875186], [3.789148, -3.109989, 0.075399], [-4.037758, -2.538576, -0.706105], [2.159276, -3.004019, -1.812619], [0.859881, 1.977406, 1.987761], [-4.619155, -0.852231, 2.479849], [-1.450929, -0.846940, 3.133403], [-4.405311, 0.372964, 4.492150], [-2.290676, 3.418078, -3.159557], [-0.641196, 0.799040, -2.552387], [2.494012, -0.602232, 4.257485], [-3.233240, 3.218102, -0.980172], [4.376036, 2.058028, -2.467969], [-5.245189, 0.881940, 0.334134], [2.066328, -3.826193, 0.981271], [-2.973178, 0.243810, -2.179818], [-0.097339, 0.922070, -1.183162], [3.208734, -4.512660, -3.029627], [-5.277209, 2.984038, -0.623928], [-3.474927, -0.191432, 4.554662], [-1.968192, -2.490501, -4.582957], [-1.989429, -3.624997, 1.035019], [3.248751, -2.996969, 2.002596], [-1.365280, -3.379103, -4.762892], [3.262928, 1.824413, -4.319037], [-4.283788, 3.211789, 1.251973], [-2.879775, -4.509422, -0.199419]],
  "forces_ev_per_angstrom": [[0.15, -0.05, -0.14], [0.09, 0.17, -0.26], [-0.17, -0.37, -0.30], [-0.07, -0.12, 0.00], [-0.32, 0.34, 0.17], [-0.07, -0.02, -0.10], [0.49, -0.60, 0.63], [0.04, -0.37, -0.76], [-0.43, -0.05, -0.45], [-0.28, -0.08, -0.21], [0.31, 0.47, -0.74], [-0.11, -0.18, 0.33], [0.14, -0.09, -0.10], [-0.03, -0.23, -0.08], [0.08, 0.02, -0.08], [0.06, -0.20, -0.04], [-0.01, 0.10, 0.15], [0.54, -0.55, -0.03], [-0.94, 0.10, -0.26], [-0.20, 0.12, -0.26], [0.24, -0.79, 1.22], [0.07, 0.45, -0.29], [-0.14, 0.14, -0.10], [0.02, -0.14, -0.01], [0.09, 0.03, 0.27], [0.00, -0.09, -0.11], [0.31, 0.67, 0.09], [0.15, -0.06, -0.06], [0.25, -0.40, 0.72], [-1.21, 0.35, 0.23], [0.16, 0.60, 0.31], [-0.13, 0.21, -0.13], [0.09, 0.02, 0.33], [-0.17, 1.16, -0.62], [-0.27, 0.51, -0.14], [-0.23, 0.01, 0.39], [0.06, -0.03, -0.06], [0.06, 0.37, 0.02], [0.02, 0.23, 0.15], [0.08, -0.16, -0.10], [-0.18, -0.16, 0.28], [0.25, 0.35, -0.84], [0.57, 0.75, -0.17], [-0.01, 0.18, -0.08], [-0.03, -0.26, 0.07], [0.24, -0.27, 0.39], [-0.06, 0.31, 0.13], [-0.16, 0.12, 0.16], [-0.08, -0.19, 0.15], [0.15, 0.01, -0.01], [-0.07, 0.10, -0.06], [0.00, -0.04, -0.19], [-0.07, -1.76, 0.00], [0.01, 0.04, -0.07], [-0.28, 0.17, 0.29], [-0.36, -0.03, -0.06], [-0.52, -0.50, 0.51], [0.24, -0.50, 0.19], [-0.11, 0.48, 0.51], [0.07, -0.14, -0.17], [0.00, 0.03, -0.01], [0.28, -0.96, -0.30], [-0.07, 0.03, -0.39], [0.22, -0.23, -0.30], [0.22, -0.25, 0.30], [0.17, -0.33, -0.23], [-0.23, -0.04, 0.15], [-0.22, 0.57, 0.24], [0.25, 1.06, 0.79], [0.20, -0.20, -0.25], [-0.27, -0.02, 1.25], [-0.38, 0.31, 0.44], [-0.26, 0.43, -0.40], [-0.79, 0.01, -0.25], [-0.31, -0.41, 0.36], [-0.30, 0.26, 0.48], [-0.18, 0.25, 0.26], [0.46, 0.00, -0.29], [0.09, -0.41, -0.16], [-0.10, 0.43, 0.18], [-0.06, -0.29, -0.33], [-0.30, 0.02, -0.20], [-0.21, -0.01, 0.12], [0.24, -0.39, 0.13], [0.19, -0.02, -0.51], [0.32, -0.72, -0.26], [0.05, -0.30, -0.23], [0.06, 0.21, -0.18], [0.65, -0.46, -0.74], [-0.05, -0.04, 0.13], [0.37, 0.14, 0.49], [0.82, -0.23, -0.35], [-0.10, 1.35, 1.40], [1.61, 0.06, -0.06], [0.21, -1.30, -1.09], [0.08, -0.27, -0.01], [0.02, 0.07, 0.04], [0.10, -0.26, -0.30], [-1.22, 1.27, -0.76], [0.22, 0.14, 0.35], [-0.10, -0.29, -0.02], [0.33, -0.07, 0.06], [-0.11, 0.65, -0.44], [0.21, -0.14, 0.05], [-0.10, 0.02, 0.05], [-0.14, -0.17, 0.15], [0.03, -0.05, -0.03], [-0.18, 0.35, 0.10], [0.01, 0.04, -0.06]]
}

(2)
{
  "formula": "C34H41N3O6SiYb",
  "method": "ωB97M-V/def2-TZVPD",
  "spin_multiplicity": 2,
  "relative_energy_kj_mol": 0.00,
  "largest_force_ev_per_a": 1.75,
  "charge": -1,
  "energy_ha": -3384.2730,
  "homo_energy_ev": [-4.594, -4.594],
  "orbital_gap_ha": [0.2620, 0.2620],
  "symbols": ["H", "H", "H", "H", "H", "C", "C", "H", "H", "H", "C", "C", "N", "Yb", "C", "C", "C", "H", "H", "C", "C", "H", "H", "H", "C", "H", "H", "H", "C", "O", "H", "H", "Si", "O", "H", "H", "C", "C", "C", "H", "C", "C", "C", "H", "C", "H", "H", "H", "C", "C", "C", "H", "O", "H", "C", "H", "C", "H", "C", "N", "C", "O", "H", "C", "C", "C", "H", "H", "H", "C", "N", "H", "H", "C", "C", "O", "H", "O", "C", "H", "C", "H", "C", "H", "H", "H"],
  "coordinates": [[1.946463, 4.455786, 0.305167], [-0.312267, -0.823149, -7.294385], [2.981760, 2.746511, 2.888283], [0.649022, 0.644156, -7.206330], [-0.742872, 3.949101, 2.347248], [1.184616, -1.662482, 0.639890], [1.597222, -1.219029, -2.888738], [3.485313, -1.911954, -3.610233], [-2.760612, -5.216945, 3.420521], [-4.163870, -2.828193, -3.351838], [-4.552858, -1.477883, -1.722308], [1.516875, -2.949366, 0.268293], [-0.441429, -0.325629, 4.263686], [-0.436907, 0.992366, 1.988670], [0.348305, -0.686919, -3.219977], [3.634399, 2.629055, 2.017520], [2.521130, -1.495066, -3.876045], [3.854685, 2.864606, -1.463925], [-3.340602, 3.104367, 4.967436], [0.034070, -0.384553, -4.547667], [3.426998, -0.977453, 0.359410], [4.403305, 1.891692, 2.273193], [3.086483, -4.284481, -0.343591], [-2.044195, -0.319639, -5.189109], [-2.003229, -2.855449, 1.106133], [-1.801262, -2.196036, -3.582555], [4.128519, 3.588140, 1.826346], [4.824510, -2.495267, -0.192539], [-0.412167, 3.167412, 3.052257], [-1.501957, -0.229552, 3.538703], [-4.543961, -0.121154, -0.053256], [-0.605777, -4.408238, 4.352189], [2.644211, 2.083680, 0.529242], [-0.455545, -0.734272, 5.381941], [-3.131150, 3.782684, 3.345213], [-1.587451, 0.943550, -4.058389], [-0.292424, -2.976785, 2.801616], [0.662203, -0.429162, -6.998329], [3.844771, 1.920021, -0.911461], [-1.693269, 4.806345, 5.886900], [-0.999739, -3.981893, 3.438207], [-2.706163, -3.867476, 1.752532], [-2.428134, -1.702697, -2.849863], [-2.375951, -2.404564, 0.196032], [-1.262323, 3.324902, 4.324478], [-0.081725, 4.948676, 5.160111], [0.749299, -3.711793, 0.247534], [-0.916797, 2.601798, 5.076429], [2.093436, -0.581294, 0.633001], [2.193699, -1.263102, -5.206662], [3.784639, -2.272156, 0.017227], [1.419843, -0.880980, -7.638255], [-0.970198, 1.339739, -0.182301], [0.533173, 3.437736, 0.553169], [2.827639, -3.273150, -0.059913], [1.814958, -1.426559, -1.844912], [-2.651979, -0.156236, -1.008900], [3.545761, 1.129311, -1.607550], [-2.064430, 0.732318, 0.029988], [-0.515383, -0.416149, -2.141326], [0.965453, -0.710866, -5.547198], [-2.600359, 0.797072, 1.177457], [-1.504516, 5.469833, 4.252134], [-1.230461, 0.352857, -4.902459], [-1.128592, 4.714365, 4.950662], [-3.979809, -0.553437, -0.870153], [0.623980, 3.445179, 3.302299], [-3.642880, -4.212152, 1.332066], [-2.903691, 2.058154, 3.615176], [-0.816913, -2.417038, 1.649507], [1.677615, 0.702680, 0.854782], [1.309490, 3.464429, -1.025885], [-1.055515, 1.032239, -5.736705], [1.500356, 3.487408, 0.051746], [-2.740664, 3.043690, 4.053515], [-0.150670, -1.363265, 1.006385], [4.199479, -0.220764, 0.420880], [0.640182, 0.043962, 3.665592], [-3.752770, -2.060932, -2.705637], [-0.124693, 0.117161, -1.372902], [-2.210581, -4.431679, 2.917644], [-5.588892, -1.767799, -1.607073], [-1.853501, -0.712890, -2.032742], [0.655719, -2.623889, 3.188770], [4.867267, 1.707833, -0.585156], [2.904322, -1.499359, -5.990952]],
  "forces_ev_per_angstrom": [[0.00, -0.06, -0.07], [0.01, 0.00, 0.01], [0.05, 0.01, -0.05], [0.00, 0.00, 0.01], [-0.02, 0.00, -0.04], [-0.22, -0.05, 0.04], [0.02, -0.07, 0.03], [-0.02, 0.02, 0.01], [0.01, 0.01, 0.00], [0.00, 0.01, 0.00], [0.04, -0.03, -0.03], [0.04, -0.03, 0.03], [-0.01, 0.10, -0.71], [0.62, 1.05, -1.26], [0.11, -0.25, 0.23], [0.15, 0.01, 0.23], [-0.03, 0.01, -0.06], [0.05, -0.03, 0.02], [0.02, 0.04, -0.01], [-0.01, 0.08, -0.13], [0.04, 0.09, -0.01], [-0.04, 0.05, 0.01], [0.00, 0.01, 0.00], [0.02, -0.01, -0.01], [-0.21, -0.09, -0.01], [-0.03, 0.01, 0.00], [0.00, -0.06, 0.03], [0.00, 0.01, 0.01], [-0.18, -0.18, 0.00], [0.46, -0.07, 0.96], [0.01, -0.02, 0.00], [-0.01, -0.01, -0.01], [-0.20, 0.18, -0.05], [0.01, -0.16, 0.34], [0.00, -0.02, 0.00], [0.03, -0.05, 0.00], [0.03, -0.07, 0.12], [-0.01, 0.00, 0.03], [0.12, -0.13, -0.18], [0.01, 0.00, -0.04], [-0.04, -0.02, -0.01], [0.03, 0.02, -0.01], [-0.07, 0.09, -0.09], [0.01, -0.02, 0.02], [0.01, -0.02, -0.03], [-0.02, -0.01, -0.01], [-0.02, 0.01, 0.00], [0.00, -0.05, 0.00], [0.11, 0.16, 0.06], [-0.03, 0.01, 0.07], [-0.04, 0.09, -0.01], [-0.01, 0.01, 0.00], [-0.19, 0.03, -0.41], [0.02, 0.05, 0.00], [-0.01, 0.02, 0.01], [0.00, 0.03, -0.19], [0.10, 0.02, -0.06], [0.00, 0.07, 0.02], [-0.42, 0.13, 0.07], [-0.22, 0.32, -0.06], [-0.02, 0.01, -0.04], [0.03, -0.19, -0.33], [0.02, -0.01, 0.02], [0.00, 0.00, 0.01], [0.03, 0.06, 0.08], [-0.01, 0.07, -0.02], [0.05, -0.02, -0.04], [0.00, 0.01, 0.01], [0.03, -0.02, 0.00], [0.11, 0.24, -0.25], [-0.32, -0.51, 0.31], [-0.02, -0.01, 0.06], [0.00, 0.00, 0.00], [-0.13, 0.14, 0.00], [-0.03, 0.02, -0.02], [0.15, -0.27, 0.23], [-0.02, -0.05, 0.00], [-0.18, -0.65, 1.14], [-0.01, 0.01, 0.05], [-0.04, 0.12, -0.05], [0.07, 0.05, -0.01], [0.01, 0.00, 0.00], [0.33, -0.26, 0.06], [-0.02, 0.01, -0.01], [-0.04, 0.01, -0.05], [-0.01, 0.00, 0.00]]
}

(3)
{
  "formula": "C4H5N3",
  "method": "ωB97M-V/def2-TZVPD",
  "spin_multiplicity": 1,
  "relative_energy_kj_mol": 344.11,
  "smiles": "NC1=NC=C=CN1",
  "largest_force_ev_per_a": 1.66,
  "charge": 0,
  "energy_ha": -319.5811,
  "homo_energy_ev": -7.521,
  "orbital_gap_ha": 0.2698,
  "symbols": ["H", "C", "H", "H", "N", "C", "N", "N", "H", "H", "C", "C"],
  "coordinates": [[2.534492, -0.990686, 0.047841], [-1.378896, 0.943089, -0.338141], [2.587578, 0.671125, -0.395099], [-1.772904, 1.921148, -0.623542], [0.015961, 1.049934, -0.099796], [-1.218096, -1.261347, 0.187775], [2.082432, -0.084589, 0.041665], [0.134541, -1.307097, 0.067544], [0.009581, 1.609593, 0.740680], [-1.630498, -2.221841, 0.495898], [-2.087360, -0.194487, -0.116690], [0.723174, -0.134842, -0.008140]],
  "forces_ev_per_angstrom": [[-0.15, 0.23, 0.03], [-0.29, -0.07, 0.05], [-0.25, -0.03, 0.10], [-0.14, -0.29, 0.00], [-0.38, -0.53, 0.52], [-0.06, -0.28, -0.16], [-0.10, 0.04, 0.06], [-0.21, 0.17, -0.46], [1.43, 0.84, 0.05], [0.03, 0.15, 0.28], [0.33, -0.16, -0.56], [-0.19, -0.08, 0.09]]
}

(4)
{
  "formula": "C4H10O3S2",
  "method": "ωB97M-V/def2-TZVPD",
  "spin_multiplicity": 1,
  "relative_energy_kj_mol": 370.82,
  "largest_force_ev_per_a": 3.74,
  "charge": 0,
  "energy_ha": -1180.3927,
  "homo_energy_ev": -9.260,
  "orbital_gap_ha": 0.3073,
  "symbols": ["H", "H", "S", "O", "O", "H", "H", "C", "C", "S", "H", "C", "H", "C", "H", "H", "H", "H", "O"],
  "coordinates": [[-1.380636, 0.966700, -1.272514], [2.444835, -1.020418, 1.558332], [0.855691, 0.412633, 0.738499], [-0.610906, -1.857591, -0.522425], [0.837445, 1.478911, -0.262464], [-2.723039, -0.025799, -1.167522], [2.092646, -0.635589, -1.603023], [-1.949829, 0.415184, -0.544959], [-2.694949, 1.352879, 0.325730], [-1.104116, -0.867517, 0.497613], [3.283830, 0.027752, 0.337308], [2.147869, -1.394645, -0.725047], [-3.067540, 2.234273, -0.232333], [2.364408, -0.603874, 0.560486], [1.210537, -2.092632, -0.811659], [3.012287, -1.966534, -0.981770], [-1.902417, 1.714730, 1.110429], [-3.551685, 0.983037, 0.906011], [0.735560, 0.878506, 2.089313]],
  "forces_ev_per_angstrom": [[1.25, -0.12, 0.21], [0.08, -0.77, -0.19], [-0.29, 2.69, -0.29], [-1.55, -0.19, 1.15], [0.11, -1.38, -0.02], [0.24, -1.28, -0.03], [-0.20, -1.11, 1.55], [-1.41, -0.47, -0.03], [1.21, 2.33, 2.66], [1.56, 0.19, -3.12], [-1.47, -0.08, 0.76], [-1.48, -0.49, -1.95], [0.40, -0.42, 0.27], [-0.07, 0.77, -1.15], [2.09, 1.58, 0.50], [0.75, -0.52, 0.11], [-1.70, -0.04, -1.16], [0.36, -0.39, -0.33], [0.12, -0.32, 1.05]]
}